[1]
Formula: C41H38CdN12O5S2
Source: the OMol25 dataset
Level of theory: ωB97M-V/def2-TZVPD

The total energy comes out at -97486.537 eV. Its charge is -2. As for the max |F|: 3.49 eV/A. Its energy relative to the best compared isomer or geometry (same formula, charge and spin) is 427.7 kJ/mol.

Atoms and positions in Å:
Cd (-0.343, -1.619, -1.151)
N (-2.270, -0.362, -1.450)
C (-3.586, -1.009, -1.527)
C (-3.372, -2.572, -1.565)
O (-4.410, -3.240, -1.723)
O (-2.189, -2.954, -1.426)
H (-2.202, 0.452, -0.822)
H (-1.992, 0.196, -2.265)
H (-4.117, -0.714, -2.429)
H (-4.184, -0.760, -0.646)
S (2.106, -1.495, -1.807)
C (1.662, -0.536, -3.145)
N (2.527, 0.454, -3.570)
C (2.348, 1.050, -4.862)
C (0.907, 1.398, -5.064)
N (0.112, 0.208, -4.957)
C (-1.059, 0.153, -5.794)
C (-2.175, 1.084, -5.372)
C (-2.237, 2.392, -5.843)
C (-3.267, 3.241, -5.455)
C (-4.252, 2.784, -4.591)
C (-4.199, 1.479, -4.119)
C (-3.165, 0.638, -4.508)
C (0.374, -0.721, -3.942)
S (-0.682, -2.027, -3.675)
C (3.635, 0.918, -2.781)
C (3.411, 2.334, -2.305)
C (2.283, 2.625, -1.542)
C (2.039, 3.921, -1.110)
C (2.928, 4.943, -1.432)
C (4.058, 4.660, -2.183)
C (4.297, 3.359, -2.616)
H (2.674, 0.320, -5.618)
H (2.970, 1.942, -4.966)
H (0.785, 1.842, -6.057)
H (0.562, 2.122, -4.309)
H (-1.429, -0.870, -5.845)
H (-0.748, 0.407, -6.818)
H (-1.479, 2.760, -6.526)
H (-3.303, 4.257, -5.830)
H (-5.059, 3.441, -4.289)
H (-4.965, 1.112, -3.446)
H (-3.133, -0.380, -4.140)
H (4.551, 0.857, -3.386)
H (3.782, 0.267, -1.920)
H (1.584, 1.831, -1.294)
H (1.154, 4.132, -0.523)
H (2.738, 5.956, -1.095)
H (4.756, 5.452, -2.433)
H (5.185, 3.150, -3.204)
C (-3.813, -2.585, 3.573)
N (-2.923, -2.724, 2.452)
C (-2.295, -1.767, 1.750)
N (-1.516, -2.300, 0.842)
C (-1.731, -3.643, 1.012)
N (-2.586, -3.943, 1.964)
C (-3.103, -2.806, 4.891)
C (-3.674, -3.613, 5.865)
C (-3.027, -3.830, 7.076)
C (-1.799, -3.246, 7.320)
C (-1.217, -2.425, 6.357)
C (-1.887, -2.195, 5.161)
C (0.106, -1.857, 6.593)
N (0.905, -2.012, 7.589)
N (2.072, -1.330, 7.268)
C (1.878, -0.802, 6.112)
O (0.644, -1.079, 5.620)
C (2.788, -0.037, 5.263)
C (4.156, -0.053, 5.522)
C (5.021, 0.642, 4.698)
C (4.529, 1.359, 3.614)
C (3.168, 1.383, 3.345)
C (2.633, 2.215, 2.207)
N (1.556, 1.590, 1.472)
C (1.550, 0.426, 0.801)
N (0.401, 0.264, 0.182)
C (-0.275, 1.392, 0.521)
N (0.375, 2.224, 1.307)
C (2.306, 0.695, 4.185)
H (-4.618, -3.308, 3.446)
H (-4.248, -1.584, 3.534)
H (-2.418, -0.711, 1.946)
H (-1.252, -4.392, 0.410)
H (-4.626, -4.097, 5.681)
H (-3.476, -4.473, 7.822)
H (-1.285, -3.437, 8.253)
H (-1.432, -1.557, 4.413)
H (4.542, -0.618, 6.360)
H (6.085, 0.626, 4.900)
H (5.221, 1.906, 2.983)
H (3.421, 2.439, 1.484)
H (2.254, 3.158, 2.598)
H (2.384, -0.257, 0.776)
H (-1.267, 1.625, 0.179)
H (1.239, 0.731, 3.999)
O (0.804, -6.169, -1.223)
C (0.500, -4.985, -1.195)
N (0.203, -3.849, -1.161)
O (0.115, 0.138, -2.395)

[2]
Formula: C3H16NO4
Source: the OMol25 dataset
Level of theory: ωB97M-V/def2-TZVPD

The total energy comes out at -13044.295 eV. Its charge is +1. As for the max |F|: 1.15 eV/A. Its energy relative to the best compared isomer or geometry (same formula, charge and spin) is 81.2 kJ/mol.

Atoms and positions in Å:
C (-0.600, 3.212, -0.179)
C (0.056, 2.491, 0.976)
C (-0.809, 0.675, 2.310)
N (-0.483, 1.139, 1.182)
H (-0.239, 2.930, -1.156)
H (-1.686, 3.203, -0.120)
H (-0.346, 4.271, -0.072)
H (1.143, 2.452, 0.873)
H (-0.068, 3.063, 1.895)
H (-1.251, -0.313, 2.369)
H (-0.662, 1.245, 3.219)
H (-0.594, 0.606, 0.313)
H (4.668, -6.003, -1.101)
H (4.789, -5.578, -2.556)
O (4.215, -5.499, -1.786)
H (-1.493, -1.710, 0.397)
H (-2.952, -2.031, 0.743)
O (-2.233, -1.430, 0.962)
H (-1.715, 0.577, -2.233)
H (-0.335, 0.952, -2.581)
O (-0.856, 0.705, -1.804)
H (0.192, -1.503, -1.273)
H (1.061, -1.909, -0.070)
O (0.200, -1.547, -0.309)

[3]
Formula: C42H96N4O8
Source: the OMol25 dataset
Level of theory: ωB97M-V/def2-TZVPD

The total energy comes out at -67417.474 eV. Its charge is 0. As for the max |F|: 9.38 eV/A. Its energy relative to the best compared isomer or geometry (same formula, charge and spin) is 2554.7 kJ/mol.

Atoms and positions in Å:
C (-0.593, 0.044, -2.186)
C (0.206, -0.312, -3.557)
C (1.334, -1.288, -3.127)
C (0.783, -2.630, -2.635)
C (-0.194, -3.196, -3.749)
C (-1.204, -2.214, -4.294)
N (-0.673, -0.909, -4.559)
O (-1.548, 0.006, -5.072)
C (-1.629, -2.822, -5.628)
C (-2.495, -2.170, -3.376)
C (0.903, 0.840, -4.323)
H (-0.028, 0.842, -1.704)
H (-0.660, -0.739, -1.431)
H (-1.568, 0.475, -2.414)
H (1.989, -1.505, -3.972)
H (1.887, -0.788, -2.333)
H (0.265, -2.615, -1.677)
H (1.713, -3.150, -2.406)
H (-0.597, -4.181, -3.517)
H (0.491, -3.490, -4.545)
H (-1.886, -3.880, -5.581)
H (-2.429, -2.309, -6.162)
H (-0.805, -2.794, -6.340)
H (-2.211, -1.886, -2.363)
H (-3.150, -1.383, -3.748)
H (-3.017, -3.124, -3.447)
H (1.852, 1.160, -3.893)
H (0.349, 1.778, -4.282)
H (1.106, 0.660, -5.379)
H (-2.107, 0.193, -4.314)
C (-4.108, 0.220, -1.893)
C (-4.392, 0.264, -0.380)
C (-3.376, -0.506, 0.517)
C (-2.006, 0.203, 0.591)
C (-2.201, 1.641, 1.227)
C (-3.211, 2.460, 0.372)
N (-4.401, 1.636, 0.123)
O (-5.438, 2.399, -0.402)
C (-3.502, 3.747, 1.223)
C (-2.605, 2.961, -0.988)
C (-5.733, -0.474, -0.205)
H (-3.135, -0.190, -2.164)
H (-4.282, 1.206, -2.322)
H (-4.844, -0.455, -2.331)
H (-3.731, -0.587, 1.545)
H (-3.173, -1.521, 0.176)
H (-1.595, 0.191, -0.418)
H (-1.247, -0.279, 1.208)
H (-1.201, 2.075, 1.256)
H (-2.626, 1.631, 2.231)
H (-2.560, 4.182, 1.558)
H (-3.937, 4.541, 0.617)
H (-4.134, 3.576, 2.095)
H (-1.919, 3.798, -0.862)
H (-2.077, 2.164, -1.512)
H (-3.401, 3.369, -1.612)
H (-6.491, -0.037, -0.855)
H (-6.139, -0.470, 0.807)
H (-5.713, -1.513, -0.533)
H (-5.131, 2.754, -1.239)
C (-0.161, 0.265, 3.422)
C (0.746, 1.483, 3.728)
C (0.802, 1.775, 5.236)
C (1.660, 0.771, 5.981)
C (3.092, 0.856, 5.351)
C (3.115, 0.549, 3.860)
N (2.105, 1.303, 3.137)
O (2.001, 1.054, 1.752)
C (4.523, 1.022, 3.434)
C (2.978, -0.973, 3.706)
C (0.169, 2.768, 3.036)
H (0.177, -0.747, 3.649)
H (-0.306, 0.234, 2.342)
H (-1.164, 0.391, 3.829)
H (1.060, 2.797, 5.513)
H (-0.185, 1.594, 5.661)
H (1.362, -0.270, 5.860)
H (1.767, 0.901, 7.058)
H (3.778, 0.165, 5.840)
H (3.437, 1.885, 5.443)
H (5.323, 0.861, 4.156)
H (4.956, 0.720, 2.481)
H (4.424, 2.100, 3.304)
H (2.915, -1.271, 2.660)
H (3.898, -1.351, 4.152)
H (2.144, -1.424, 4.244)
H (0.859, 3.568, 2.768)
H (-0.603, 3.208, 3.667)
H (-0.209, 2.419, 2.075)
H (2.424, 1.833, 1.382)
C (1.203, -4.443, -0.353)
C (1.099, -4.255, 1.182)
C (2.299, -3.456, 1.745)
C (2.264, -2.039, 1.270)
C (0.945, -1.344, 1.666)
C (-0.324, -2.094, 1.245)
N (-0.186, -3.527, 1.524)
O (-1.375, -4.264, 1.195)
C (-1.439, -1.463, 2.071)
C (-0.658, -1.771, -0.205)
C (1.090, -5.655, 1.888)
H (1.943, -5.227, -0.515)
H (1.612, -3.593, -0.898)
H (0.309, -4.762, -0.888)
H (2.233, -3.411, 2.832)
H (3.161, -4.117, 1.656)
H (2.435, -2.004, 0.194)
H (3.088, -1.587, 1.822)
H (0.927, -0.318, 1.299)
H (0.960, -1.271, 2.753)
H (-1.312, -1.719, 3.123)
H (-1.542, -0.391, 1.901)
H (-2.413, -1.900, 1.853)
H (-0.980, -0.749, -0.406)
H (0.182, -1.991, -0.863)
H (-1.505, -2.387, -0.508)
H (0.557, -6.381, 1.275)
H (0.715, -5.557, 2.907)
H (2.109, -6.022, 2.012)
H (-1.566, -4.723, 2.016)
O (0.361, 2.995, 0.470)
H (1.225, 2.966, 0.881)
H (-0.129, 3.635, 0.986)
O (0.432, 1.070, -0.228)
H (0.219, 1.993, -0.090)
H (0.238, 0.651, 0.610)
C (-0.399, 3.173, -2.534)
C (1.029, 3.629, -2.806)
C (1.550, 4.588, -1.707)
O (1.930, 2.528, -2.998)
H (-1.058, 4.036, -2.625)
H (-0.570, 2.749, -1.544)
H (-0.708, 2.376, -3.210)
H (1.020, 4.190, -3.741)
H (1.029, 5.545, -1.687)
H (2.549, 4.831, -2.070)
H (1.594, 4.138, -0.715)
H (2.220, 2.242, -2.129)
C (4.151, 1.315, -1.759)
C (2.659, 0.850, -1.533)
C (2.815, -0.279, -0.517)
O (2.082, 2.016, -0.967)
H (4.818, 1.311, -0.897)
H (4.109, 2.345, -2.112)
H (4.580, 0.738, -2.579)
H (2.065, 0.603, -2.413)
H (3.352, -1.145, -0.903)
H (1.798, -0.579, -0.264)
H (3.136, 0.117, 0.446)
H (1.210, 1.715, -0.701)

[4]
Formula: CH2BrNSi
Source: the OMol25 dataset
Level of theory: ωB97M-V/def2-TZVPD

The total energy comes out at -80478.762 eV. Its structure (SMILES) is N#C[SiH2]Br. Its charge is 0. As for the max |F|: 8.03 eV/A. Its energy relative to the best compared isomer or geometry (same formula, charge and spin) is 101.7 kJ/mol.

Atoms and positions in Å:
C (-0.567, -1.584, -0.051)
N (-0.942, -2.637, 0.015)
Si (0.078, 0.634, -0.085)
Br (2.264, 0.982, -0.024)
H (-0.456, 0.935, 1.225)
H (-0.377, 1.670, -1.081)

[5]
Formula: C20H24N2O6S
Source: the OMol25 dataset
Level of theory: ωB97M-V/def2-TZVPD

The total energy comes out at -47230.392 eV. Its structure (SMILES) is CCOC(=O)c1ccccc1NC(=O)CN(c1ccc(OCC)cc1)S(C)(=O)=O. Its charge is 0. As for the max |F|: 1.05 eV/A. Its energy relative to the best compared isomer or geometry (same formula, charge and spin) is 69.1 kJ/mol.

Atoms and positions in Å:
C (1.866, -3.223, -3.268)
C (1.431, -2.167, -4.274)
H (1.165, -2.622, -5.230)
H (2.229, -1.432, -4.420)
O (0.246, -1.489, -3.855)
C (0.387, -0.499, -2.972)
O (1.476, -0.182, -2.522)
C (-0.892, 0.148, -2.626)
C (-2.058, -0.247, -3.286)
C (-3.274, 0.329, -2.990)
C (-3.344, 1.320, -2.020)
C (-2.208, 1.731, -1.354)
C (-0.970, 1.157, -1.640)
N (0.186, 1.520, -0.966)
C (0.329, 2.301, 0.133)
O (-0.536, 3.006, 0.614)
C (1.679, 2.104, 0.822)
N (1.447, 1.207, 1.940)
C (0.710, 0.031, 1.706)
C (-0.433, -0.269, 2.440)
C (-1.169, -1.400, 2.156)
C (-0.798, -2.258, 1.120)
C (0.361, -1.975, 0.406)
C (1.107, -0.850, 0.707)
H (2.011, -0.659, 0.149)
H (0.705, -2.625, -0.382)
O (-1.618, -3.326, 0.918)
C (-1.394, -4.191, -0.177)
C (-1.837, -3.584, -1.506)
H (-2.881, -3.289, -1.445)
H (-1.250, -2.703, -1.751)
H (-1.725, -4.318, -2.300)
H (-2.002, -5.071, 0.048)
H (-0.343, -4.502, -0.218)
H (-2.055, -1.637, 2.721)
H (-0.740, 0.380, 3.241)
S (1.536, 1.888, 3.464)
O (2.667, 2.768, 3.426)
O (1.531, 0.820, 4.414)
C (0.060, 2.919, 3.701)
H (-0.382, 3.131, 2.734)
H (0.397, 3.833, 4.172)
H (-0.629, 2.391, 4.346)
H (2.434, 1.696, 0.143)
H (2.050, 3.035, 1.251)
H (1.005, 1.008, -1.300)
H (-2.263, 2.499, -0.601)
H (-4.293, 1.777, -1.783)
H (-4.165, 0.012, -3.510)
H (-1.991, -1.016, -4.039)
H (2.710, -3.777, -3.669)
H (2.171, -2.749, -2.338)
H (1.050, -3.913, -3.070)

[6]
Formula: C5H12N2
Source: the OMol25 dataset
Level of theory: ωB97M-V/def2-TZVPD

The total energy comes out at -8357.322 eV. Its structure (SMILES) is C=NC(C)C.C=N. Its charge is 0. As for the max |F|: 3.43 eV/A. Its energy relative to the best compared isomer or geometry (same formula, charge and spin) is 271.5 kJ/mol.

Atoms and positions in Å:
C (1.190, 1.088, -1.375)
C (1.656, -1.355, 1.035)
C (0.714, -0.427, 0.296)
N (1.203, -0.122, -0.980)
H (0.491, 0.456, 0.916)
H (-1.160, 1.316, -1.363)
H (1.562, 1.300, -2.367)
H (0.998, 1.939, -0.715)
H (1.932, -2.198, 0.403)
H (1.186, -1.728, 1.942)
H (2.559, -0.813, 1.324)
C (-0.821, -1.252, 0.082)
C (-1.846, 1.371, -0.496)
N (-1.422, 1.974, 0.530)
H (-2.101, 2.043, 1.290)
H (-2.874, 1.028, -0.660)
H (-1.142, -1.430, 1.101)
H (-0.479, -2.172, -0.381)
H (-1.646, -1.018, -0.581)

[7]
Formula: H27O13
Source: the OMol25 dataset
Level of theory: ωB97M-V/def2-TZVPD

The total energy comes out at -27049.369 eV. Its charge is +1. As for the max |F|: 2.40 eV/A. Its energy relative to the best compared isomer or geometry (same formula, charge and spin) is 164.5 kJ/mol.

Atoms and positions in Å:
O (1.891, 0.930, -1.970)
H (2.903, 2.401, 0.480)
H (1.104, 0.244, -1.777)
O (-0.760, 3.141, 1.448)
H (-1.491, 3.471, 0.895)
H (-3.603, -1.446, 0.752)
O (-0.149, -1.631, 3.720)
H (0.818, -1.604, -1.424)
O (-3.638, -0.723, 1.372)
H (0.464, 3.530, 0.101)
H (-2.905, -0.750, 1.983)
O (-2.437, 1.636, 1.684)
H (-2.980, 2.230, 2.204)
H (-2.969, 0.925, 1.267)
O (-2.127, -1.674, -2.234)
H (-2.881, -1.740, -2.821)
H (-2.215, -2.409, -1.613)
O (2.103, -3.384, -0.387)
H (2.723, -2.704, -0.082)
H (1.655, -3.703, 0.402)
O (0.251, -0.819, -1.385)
H (-0.637, -1.115, -1.643)
H (2.944, -1.503, -1.140)
O (0.935, 3.370, -0.739)
H (1.449, 1.801, -1.836)
H (1.681, 3.979, -0.766)
O (-0.755, 1.243, -2.565)
H (-1.591, 0.890, -2.256)
H (-0.733, 1.296, -3.518)
O (3.481, 1.732, 0.093)
H (4.094, 1.518, 0.803)
H (2.483, 1.105, -1.180)
O (-1.912, -2.544, 1.159)
H (-1.232, -1.921, 0.862)
H (-1.407, -3.117, 1.750)
O (3.402, -0.912, -0.532)
H (4.261, -1.362, -0.516)
H (-1.210, 2.269, 1.497)
H (-1.090, -1.702, 3.560)
H (0.080, -0.948, 4.350)